# 1
Formula: C2HNO4
Source: the Open Molecules 2025 dataset
Level of theory: ωB97M-V/def2-TZVPD

Element x y z (Å)
C 1.505 0.286 0.823
C -1.868 -0.770 -0.823
N -1.220 0.271 -0.727
O 0.687 -0.451 0.265
O 1.946 1.426 0.727
O -2.399 -1.773 -0.575
O -0.720 1.156 -1.410
H 2.069 -0.144 1.720

Atoms 1-6, force components in eV/Å:
-1.60 -1.29 -1.24
0.05 -0.28 -0.33
-1.26 -0.09 0.53
2.19 0.35 1.57
0.39 0.64 0.15
-0.23 -0.21 0.14

Values from the calculation:
HOMO-LUMO gap (alpha / beta)   7.83 / 6.03 eV
HOMO (alpha / beta)   -9.497 / -9.792 eV
Relative energy (zero: lowest compared OMol25 entry of this formula, charge and spin)   125.2 kcal per mole
LUMO level (alpha / beta)   -0.061 / -0.138 Eh

# 2
Formula: C2HNOS
Source: the Open Molecules 2025 dataset
Level of theory: ωB97M-V/def2-TZVPD

Element x y z (Å)
C -1.357 0.128 0.002
C 0.373 0.279 -0.010
N 1.624 0.444 -0.002
O -2.247 0.881 0.006
S -0.652 -1.384 0.001
H 2.260 -0.348 0.003

Atomic forces in eV per Å
2.62 1.35 -0.03
1.01 -0.16 0.06
-2.57 0.44 -0.03
-0.31 -0.31 0.00
-0.44 -1.16 0.00
-0.30 -0.16 0.00

Values from the calculation:
SMILES   [H]/N=c1\sc1=O
HOMO-LUMO gap   9.35 eV
HOMO   -9.301 eV
Relative energy (zero: lowest compared OMol25 entry of this formula, charge and spin)   57.1 kcal per mole
LUMO level   0.002 Eh

# 3
Formula: C2HNOS2
Source: the Open Molecules 2025 dataset
Level of theory: ωB97M-V/def2-TZVPD

Element x y z (Å)
C -2.417 -1.748 0.371
C 2.552 1.585 0.091
N -1.643 -1.022 -0.169
O 2.668 0.873 0.997
S 2.674 2.652 -0.979
S -0.428 -0.214 -0.721
H -3.407 -2.127 0.411

Atoms 1-6, force components in eV/Å:
1.56 2.05 -1.67
1.04 -1.39 2.60
-2.00 -2.53 1.97
-0.69 -0.21 -0.46
-0.34 1.58 -2.11
0.68 0.73 -0.54

Values from the calculation:
SMILES   C#[N+][S-].O=C=S
HOMO-LUMO gap   8.89 eV
HOMO   -8.867 eV
Relative energy (zero: lowest compared OMol25 entry of this formula, charge and spin)   16.9 kcal per mole
LUMO level   0.001 Eh

- Number 1 is which compound?
  C2HNO4

- Number 3 is which compound?
  C2HNOS2

- relative energy (zero: lowest compared OMol25 entry of this formula, charge and spin) of number 2 (C2HNOS)?
  57.1 kcal per mole

- relative energy (zero: lowest compared OMol25 entry of this formula, charge and spin) of number 2 (C2HNOS)?
  57.1 kcal per mole